--- w ---
This record from the Open Molecules 2025 dataset describes a gas-phase ion, CH4N3 (charge +1). The level of theory is ωB97M-V/def2-TZVPD.

Last columns: bonded neighbours and bond lengths (Å).
Atoms and positions in Å:
1 N 1.18 -0.03 -0.08  C2 1.260, H5 1.021, H6 1.106
2 C -0.08 -0.06 0.00  N1 1.260, N3 1.312, N4 1.317
3 N -1.08 0.78 0.08  C2 1.312, N4 1.546, H7 0.991
4 N -1.19 -0.75 -0.10  C2 1.317, N3 1.546, H8 1.076
5 H 1.78 0.79 0.02  N1 1.021
6 H 1.93 -0.84 0.00  N1 1.106
7 H -1.06 1.29 -0.77  N3 0.991
8 H -1.48 -1.17 0.85  N4 1.076

Computed properties:
Net charge ... +1
Spin multiplicity ... 1
SMILES ... [NH2+]=C1NN1

In elementary charge units, the Mulliken charges are: number 1, N, carries -0.297; number 2, C, carries 0.602; number 3, N, carries -0.295; number 4, N, carries -0.277; number 5, H, carries 0.306; number 6, H, carries 0.346; number 7, H, carries 0.274; number 8, H, carries 0.342



--- x ---
This record from the Open Molecules 2025 dataset describes a gas-phase ion, CH4N3 (charge +1). The level of theory is ωB97M-V/def2-TZVPD.

Last columns: bonded neighbours and bond lengths (Å).
Atoms and positions in Å:
1 C 0.90 -0.14 0.03  N2 1.449, H5 1.128, H6 1.055, H7 1.047
2 N -0.49 -0.50 -0.13  C1 1.449, N3 1.173
3 N -1.58 -0.09 0.07  N2 1.173, N4 1.178
4 N -2.74 0.10 -0.01  N3 1.178, H8 1.023
5 H 1.30 -0.70 0.92  C1 1.128
6 H 1.14 0.88 -0.06  C1 1.055
7 H 1.37 -0.66 -0.75  C1 1.047
8 H -3.55 0.32 0.57  N4 1.023

Computed properties:
Net charge ... +1
Spin multiplicity ... 1
SMILES ... CN=[N+]=N

In elementary charge units, the Mulliken charges are: number 1, C, carries -0.561; number 2, N, carries -0.077; number 3, N, carries 0.920; number 4, N, carries -0.624; number 5, H, carries 0.312; number 6, H, carries 0.336; number 7, H, carries 0.319; number 8, H, carries 0.375



Of the structures shown above, x is the least stable.